[1]
A cluster of 4 separate species, C4H18NO3 in total at a distorted geometry, computed with ωB97M-V/def2-TZVPD.

Geometry (Å):
C: -0.8715 -1.6380 -2.4419
C: 0.2053 -0.8014 -1.6287
N: -0.3966 0.2076 -0.6993
C: 0.5049 1.1836 -0.0617
C: 0.9474 -1.8311 -0.8812
H: -1.6686 -2.0954 -1.7952
H: -0.6180 -2.5769 -3.0241
H: -1.2289 -0.9631 -3.2248
H: 0.6878 -0.1981 -2.4722
H: -1.1271 0.6623 -1.2311
H: -0.9049 -0.4401 -0.0218
H: -0.0638 2.1277 0.4862
H: 1.1480 0.6047 0.5599
H: 1.0220 1.8156 -0.6906
H: 0.4348 -2.3413 -0.1306
H: 1.8127 -1.4126 -0.2401
H: 1.4273 -2.5601 -1.6261
H: 4.5131 0.6229 3.1437
H: 5.8909 0.6265 2.6956
O: 5.0406 0.0577 2.5504
H: -3.1582 2.7538 3.0759
H: -2.4044 1.5266 3.1439
O: -2.6120 2.2669 2.5096
H: -3.3513 0.2782 0.5263
H: -2.6692 1.4543 1.0985
O: -2.5604 0.6697 0.3794

Forces on the atoms, in the same order (eV/Å):
-1.1165 0.0335 0.0292
-0.2802 -0.8017 -3.0093
-0.9058 -1.8741 -0.5246
-2.4736 1.7623 2.6017
5.2439 0.4746 -0.2600
0.3170 1.0758 -0.3538
1.0541 1.2885 0.8764
-0.8083 -0.1943 0.2658
0.2978 -0.9560 1.5945
-0.4885 0.3189 0.2800
0.4787 1.9321 -0.4424
0.7697 -3.2027 -0.6780
0.5293 0.1996 0.7336
1.4373 0.3490 -2.3077
-1.6879 -1.0678 0.7667
-0.8761 -0.4157 -1.2487
-0.7700 0.9820 1.3152
-0.4941 -0.6726 -0.2508
-1.6687 -1.9523 -0.8791
2.1323 2.6373 1.1258
-1.6510 1.8771 0.8793
0.1323 0.7273 -1.1530
1.5995 -2.5023 0.5037
-4.0695 -2.3579 0.2787
0.6073 -1.8516 -1.9404
2.6910 4.1911 1.7970

HOMO level: -13.741 eV
Gap between HOMO and LUMO: 11.021 eV
Relative energy (zero: lowest compared OMol25 entry of this formula, charge and spin): 265.1 kJ/mol
Total charge: +1

---

[2]
A cluster of 6 separate species, C4H18NO7 in total at a distorted geometry, computed with ωB97M-V/def2-TZVPD.

Geometry (Å):
O: -2.4061 -1.7636 -0.6576
C: -1.5757 -1.6660 -1.6481
N: -0.4427 -1.0447 -1.3859
C: 0.6517 -1.0722 -2.3890
C: 1.7519 -0.0937 -1.9396
C: 2.3433 -0.7334 -0.6561
O: 2.0601 0.0455 0.5279
H: -1.8246 -2.2030 -2.5853
H: -0.7985 -0.1462 0.1331
H: 0.1179 -0.5971 -3.3793
H: 0.7614 -2.0400 -2.6888
H: 2.5571 -0.1462 -2.7970
H: 1.2802 0.8662 -1.5428
H: 1.9201 -1.7928 -0.2095
H: 3.3955 -1.0639 -0.7009
H: 0.1820 -1.1104 2.3750
H: 0.6265 0.3965 2.3351
O: 0.7336 -0.4380 2.9236
H: 1.1208 0.2429 0.6359
H: -1.0698 1.4552 0.2525
O: -0.6241 0.6945 0.7797
H: -2.7189 1.1440 0.6089
H: -2.7878 0.3592 -0.9113
O: -3.0535 1.1622 -0.4249
H: 0.3784 3.1727 1.6747
H: 1.2654 2.0032 0.9631
O: 0.9845 2.3233 1.7808
H: -1.9013 1.1039 2.4084
H: -1.0486 0.2062 3.2526
O: -1.8787 0.7357 3.2648

Forces on the atoms, in the same order (eV/Å):
0.0719 0.1086 -2.2782
-0.1397 -0.0914 3.7586
0.4403 -0.3442 -0.9903
-4.6904 5.2351 -1.3994
0.8632 -2.6850 -0.1127
-1.2687 -2.5133 2.8279
2.0771 0.7840 -0.7033
0.2963 0.3191 -0.1411
0.5252 1.5839 0.6884
1.4642 -0.7585 1.5915
1.8273 -2.7124 -0.4838
-1.4267 1.1097 1.7046
0.8300 -0.9811 -1.4384
0.1944 1.9492 -2.3344
-0.0116 1.2523 0.0918
1.5607 1.5245 1.3449
0.3818 -1.6456 1.6600
-2.0543 -0.0837 -2.3148
-0.3629 -0.6432 -0.7743
1.3875 -1.9933 0.9280
-1.7930 -0.1957 -2.7466
-1.5450 -0.9689 -4.4437
0.0842 -0.3036 1.1614
0.7301 1.1602 3.2651
2.0826 -3.0231 -0.0205
0.6631 -0.3859 -2.3618
-2.0178 4.2241 2.8422
0.2042 0.4374 -1.3751
-0.5375 0.4897 0.1676
0.1636 -0.8491 1.8863

HOMO level: -4.457 eV
Gap between HOMO and LUMO: 7.559 eV
Relative energy (zero: lowest compared OMol25 entry of this formula, charge and spin): 453.9 kJ/mol
Total charge: -1

---

[3]
A cluster of 5 separate species, C4H18O4 in total at a distorted geometry, computed with ωB97M-V/def2-TZVPD.

Geometry (Å):
C: 0.9772 -1.7635 2.3693
C: -0.2105 -2.3255 1.6263
C: -0.4715 -1.5872 0.1993
C: -0.1670 -3.8180 1.4581
H: 1.0525 -2.3722 3.2988
H: 1.9429 -1.8187 1.8500
H: 0.9454 -0.7303 2.6978
H: -1.1025 -1.9752 2.2354
H: -1.2776 -2.1020 -0.3157
H: 0.3907 -1.6284 -0.4472
H: -0.8416 -0.5971 0.4443
H: 0.8211 -4.2682 1.5188
H: -0.8366 -4.2819 2.1862
H: -0.5395 -3.9834 0.4152
H: 5.1061 -3.8227 0.1399
H: 5.0081 -5.3062 0.3151
O: 5.6226 -4.5746 0.4226
H: -0.3696 4.6349 -1.7847
H: 0.1649 4.3487 -3.0426
O: 0.4708 4.2895 -2.1262
H: -3.0167 3.0445 -0.5540
H: -3.4720 4.1109 0.5664
O: -3.5542 3.8333 -0.3321
H: -2.2538 5.4131 -2.7591
H: -2.9793 4.4624 -1.9396
O: -2.5060 4.4702 -2.8110

Forces on the atoms, in the same order (eV/Å):
-0.2032 0.2524 -0.2603
2.0256 -0.8339 3.6711
-2.0885 0.8838 -1.6248
0.2960 0.9609 -1.8751
0.2721 -0.0953 -0.2953
0.0268 -0.6816 0.0059
-0.6615 0.2306 -0.1584
-0.1483 0.0809 -1.2233
-0.1166 -0.1735 0.1955
0.8362 -0.1697 0.4774
0.4132 0.1725 0.2077
0.0851 0.2297 0.1354
-0.4972 -0.1050 -0.0874
-0.2259 -0.7468 0.8315
0.0179 0.4470 -0.1603
0.1558 -0.2529 0.0153
-0.1574 -0.2045 0.1255
0.3179 -0.2273 0.7450
0.7414 -0.4185 -0.3463
-1.0179 0.4524 -0.3750
-0.4055 0.7544 0.8456
0.4108 -0.1155 0.8945
-0.0316 -0.7601 -1.5644
-0.0022 -0.4124 -0.7832
0.0812 -0.5246 -0.8143
-0.1240 1.2569 1.4178

HOMO level (alpha / beta): -13.106 / -13.106 eV
Gap between HOMO and LUMO (alpha / beta): 9.817 / 2.269 eV
Relative energy (zero: lowest compared OMol25 entry of this formula, charge and spin): 121.7 kJ/mol
Spin multiplicity: 2
Total charge: +1
Expectation value of S²: 0.753

---

[4]
A cluster of 6 separate species, C4H19INO5 in total, computed with ωB97M-V/def2-TZVPD.

Geometry (Å):
I: 0.3458 -1.6025 2.0502
C: 1.0061 1.2336 -1.1276
C: -0.3878 1.7821 -0.7977
C: -1.4417 0.8945 -1.4646
O: -1.5207 1.2131 -2.8402
C: -2.0721 0.1560 -3.5943
N: -0.6776 1.8760 0.6267
H: 1.0713 1.1163 -2.2158
H: 1.1249 0.2571 -0.6567
H: 1.8088 1.9056 -0.8248
H: -0.5057 2.7758 -1.2419
H: -2.4190 1.0706 -0.9991
H: -1.1652 -0.1465 -1.2458
H: -2.1983 0.4995 -4.6185
H: -3.0384 -0.1643 -3.1863
H: -1.4000 -0.7105 -3.5709
H: -0.1643 2.6455 1.0443
H: -0.3086 1.0546 1.1061
O: 2.0080 -3.3701 -0.7320
H: 1.6402 -2.9177 0.0428
H: 2.7173 -2.7898 -1.0206
O: 2.0327 -0.9878 5.2841
H: 1.4456 -1.1013 4.5211
H: 2.4548 -0.1401 5.1250
O: 3.4992 0.2150 1.7923
H: 2.7436 -0.3878 1.7056
H: 3.1092 1.0016 2.1820
O: -3.3637 -1.4697 1.7383
H: -3.8826 -2.0896 1.2196
H: -2.4621 -1.8192 1.6987

Forces on the atoms, in the same order (eV/Å):
0.0224 0.0015 -0.0616
-0.3731 0.2137 -0.4778
0.0730 -0.0462 -0.2858
-0.1380 0.3618 0.8100
0.1753 -0.3639 -0.2850
0.1889 -0.0256 0.3130
0.2602 0.0626 0.3693
0.1090 -0.0936 0.0866
0.1428 0.0151 0.0664
0.0018 -0.0291 0.1917
0.0075 0.0357 0.0671
0.0646 0.0038 0.0548
-0.0695 -0.1130 -0.4441
-0.0108 0.0153 -0.0314
-0.0611 0.0670 -0.0610
-0.0492 -0.0268 -0.1095
-0.0459 0.0940 -0.1708
-0.2852 -0.1684 -0.0566
0.0934 -0.0295 -0.1163
-0.1643 -0.0059 0.1188
0.0257 0.0333 0.0048
-0.0480 0.0889 0.1790
0.0048 -0.1501 -0.1248
0.0590 -0.0030 -0.0636
0.1274 0.0708 -0.0578
-0.0867 -0.0902 0.0796
-0.0555 0.0251 -0.0144
-0.1789 -0.1180 -0.0603
-0.0139 -0.0218 -0.0244
0.2242 0.1966 0.1041

HOMO level: -5.103 eV
Gap between HOMO and LUMO: 8.158 eV
Relative energy (zero: lowest compared OMol25 entry of this formula, charge and spin): 21.3 kJ/mol
Total charge: -1

---

[5]
A cluster of 5 separate species, C4H19N2O4 in total at a distorted geometry, computed with ωB97M-V/def2-TZVPD.

Geometry (Å):
C: 1.8835 -2.1214 2.0037
C: 1.1393 -2.6590 0.7641
C: 0.3256 -1.6328 0.0697
C: -1.0689 -1.6652 0.1825
N: -1.8507 -0.6731 -0.5888
N: 0.9060 -0.7584 -0.7066
H: 1.7936 -1.0417 2.1594
H: 2.9439 -2.3630 2.0548
H: 1.4476 -2.5558 2.9045
H: 0.6063 -3.5566 1.0819
H: 1.7167 -3.1671 -0.0325
H: -1.6630 -2.2339 0.8833
H: -1.3081 -0.2782 -1.3829
H: -2.7489 -1.1020 -0.8260
H: -1.9875 0.1739 0.0061
H: 0.4524 0.0345 -1.1634
H: 1.9034 -0.5636 -0.8298
H: -2.9833 2.8169 0.1459
H: -1.9027 2.4249 1.2982
O: -2.5711 2.1257 0.6701
H: -1.2978 2.1216 -2.4942
H: 0.1132 1.5718 -2.6999
O: -0.7387 1.3745 -2.2890
H: 3.2311 0.7454 -2.6231
H: 3.0144 1.9675 -1.7154
O: 2.6332 1.5114 -2.4505
H: -0.2333 2.8353 3.4259
H: -0.7309 1.4765 2.8379
O: -0.5533 2.4097 2.6015

Forces on the atoms, in the same order (eV/Å):
0.2247 0.2601 0.6766
0.6039 -1.2293 -0.1863
0.8142 -0.8890 0.0601
-1.1431 1.4068 -0.6378
1.0576 -0.5182 1.0115
0.2358 1.4398 -0.3753
0.0330 -0.0283 -0.3632
-0.0480 -0.0702 -0.3870
-0.0470 -0.0690 -0.1325
-0.9067 0.4948 0.0413
0.6286 0.7823 0.3419
0.3182 -0.3045 0.0154
-0.8465 -0.0500 -0.4854
-0.1435 0.4689 -0.4064
-0.7684 0.5040 0.0957
-0.5015 -0.0718 0.0978
0.0622 -1.0095 0.4917
0.2683 0.3469 0.4087
-0.0009 0.9518 0.1087
-0.0187 -1.7624 -0.5952
-0.3599 0.3662 -0.0396
0.1398 0.1386 -0.2228
0.5724 -0.8774 0.3617
-0.4072 1.0868 -0.0911
0.5963 0.7061 0.6533
-0.3371 -1.9321 -0.4799
-0.3657 -0.2885 -0.6845
0.2139 0.8812 0.2349
0.1253 -0.7337 0.4876

HOMO level (alpha / beta): -17.921 / -17.921 eV
Gap between HOMO and LUMO (alpha / beta): 10.585 / 6.603 eV
Relative energy (zero: lowest compared OMol25 entry of this formula, charge and spin): 0.0 kJ/mol
Spin multiplicity: 2
Total charge: +2
Expectation value of S²: 0.763

---

[6]
A cluster of 4 separate species, C4H19N3O3 in total at a distorted geometry, computed with ωB97M-V/def2-TZVPD.

Geometry (Å):
C: 0.2256 -1.0432 -2.4010
N: -0.1550 -0.3536 -1.1596
C: -1.6111 -0.3106 -1.0811
C: -2.0814 0.1811 0.2874
N: -2.1154 -0.7431 1.3869
C: -1.0099 -0.6737 2.3329
N: 0.1966 -1.3088 1.7891
H: -0.4045 -1.9160 -2.5875
H: 0.2287 -0.3611 -3.2470
H: 1.2679 -1.3584 -2.3352
H: 0.2181 -0.7866 -0.3163
H: -2.0775 -1.2780 -1.3267
H: -2.0668 0.3517 -1.8222
H: -1.5181 1.0707 0.5685
H: -3.0508 0.6773 0.1509
H: -2.2940 -1.7153 1.1934
H: -0.8135 0.3567 2.6022
H: -1.4237 -1.1667 3.2185
H: 0.9961 -1.2379 2.4132
H: 0.0377 -2.3164 1.7637
O: 3.0760 -0.2278 -0.5455
H: 3.3926 0.5576 -1.0010
H: 2.1234 -0.2725 -0.6242
O: 1.3757 2.1099 -1.5978
H: 1.2046 2.8074 -0.9537
H: 0.9323 1.3734 -1.1384
O: 0.8389 1.9942 1.1531
H: 0.7228 1.0540 0.9372
H: 1.6863 1.9012 1.6168

Forces on the atoms, in the same order (eV/Å):
0.9969 0.1182 0.5526
-0.4093 -0.0901 -0.7803
-0.3043 0.3364 0.7537
-0.6944 0.7285 -0.7879
0.7587 0.3929 1.0164
-1.1174 -0.5637 -0.1299
0.3941 -0.3358 0.2694
0.0003 -0.0189 -0.1606
-0.4678 0.1316 -0.0679
-0.0157 -0.2311 0.0827
-0.3353 -0.5034 -0.1613
0.1604 -0.2061 0.2833
0.5683 0.2673 -0.1567
0.5807 -0.2054 0.1471
-0.3635 -0.6113 -0.0403
-0.3148 0.0402 -0.5387
0.1287 0.2000 -0.1203
0.4949 -0.1033 0.2305
-0.0291 0.3535 0.0759
-0.0679 0.1630 -0.2759
0.6382 -0.5130 0.4869
-0.5349 0.1335 -0.1170
-0.0396 0.3926 -0.2969
-0.0706 0.0988 0.2579
0.2242 0.1642 -0.1469
-0.1776 -0.0925 -0.6969
0.5296 -0.8250 0.5921
-0.4548 0.1710 -0.2226
-0.0779 0.6078 -0.0485

HOMO level: -9.125 eV
Gap between HOMO and LUMO: 9.758 eV
SMILES: CNCCNCN.O.O.O
Relative energy (zero: lowest compared OMol25 entry of this formula, charge and spin): 35.0 kJ/mol

---

[7]
A cluster of 6 separate species, C4H20N2O7 in total at a distorted geometry, computed with ωB97M-V/def2-TZVPD.

Geometry (Å):
C: 1.7090 -1.9599 1.1120
N: 0.9588 -0.7688 1.4636
C: 1.1617 0.4123 0.8088
O: 0.4982 1.2940 1.3700
C: 1.9857 0.6583 -0.3208
N: 1.4612 1.3648 -1.5259
C: 0.3664 2.2774 -1.4093
O: -0.7966 1.4837 -1.1824
H: 2.4819 -1.7821 0.3409
H: 2.6166 -1.8797 1.9620
H: 1.1228 -2.8486 1.0128
H: 0.3672 -0.9725 2.2551
H: 2.4894 -0.2752 -0.8462
H: 2.9615 1.2114 0.0182
H: 1.5715 0.8623 -2.2846
H: 0.4757 3.1543 -0.7728
H: 0.2664 2.6237 -2.4745
H: -0.8613 0.7184 -1.7890
O: -2.5721 1.0905 0.8053
H: -2.1728 1.4757 0.0337
H: -1.9670 1.2141 1.5635
O: -1.9849 -1.3603 -2.8900
H: -2.1017 -1.2612 -1.9224
H: -2.2459 -0.4576 -3.0731
O: 1.1810 -1.2161 -2.4460
H: 0.2446 -0.7841 -2.0143
H: 0.7729 -1.8980 -3.0516
O: -0.5447 -0.1867 3.5527
H: 0.1181 0.4284 3.6905
H: -1.1005 0.2630 2.8756
O: -2.9426 -1.2566 1.6707
H: -2.4187 -1.1013 2.3434
H: -3.1022 -0.5237 1.1239

Forces on the atoms, in the same order (eV/Å):
4.6176 2.0267 2.4042
2.2737 -2.4083 -3.7518
-4.3981 -0.8502 5.0057
0.2305 2.2136 -0.8835
5.3854 -0.4185 -4.4133
0.2638 3.7360 7.0764
0.6002 -1.7510 -3.8825
-1.7760 0.1291 0.6914
-1.3916 -0.3044 -0.5405
-2.4274 -1.7263 -1.2832
0.0665 -0.5549 0.1493
-0.2977 1.3861 0.0584
-1.3158 1.5464 1.5871
-1.8578 -0.6770 -0.0376
0.2518 -2.7111 -4.5689
-0.2578 -0.7392 0.5498
0.0538 0.4144 0.9048
0.5156 1.1236 0.2396
-0.7159 0.1677 1.3239
0.9496 0.4255 -0.4505
-0.2447 0.3393 -1.2191
0.1403 0.7438 1.5265
0.0219 -1.0977 -0.1908
-0.2791 0.4112 -1.1602
-4.7556 0.5017 0.6838
4.0896 -2.0951 -1.8024
0.6743 0.9866 0.8619
-3.3084 -1.5058 -0.5060
2.2521 2.0746 0.4872
0.7674 -0.4435 0.7893
-4.1222 -4.3098 -3.9477
3.8865 1.4576 4.9936
0.1074 1.9090 -0.6947

HOMO level: -9.273 eV
Gap between HOMO and LUMO: 9.296 eV
SMILES: CNC(=O)CNCO.O.O.O.O.O
Relative energy (zero: lowest compared OMol25 entry of this formula, charge and spin): 478.2 kJ/mol

---

[8]
A cluster of 5 separate species, C4H20N3O5 in total at a distorted geometry, computed with ωB97M-V/def2-TZVPD.

Geometry (Å):
N: -1.0287 0.0499 1.2707
C: 0.0879 -0.4491 0.3108
C: -0.2104 0.2683 -1.0459
N: 0.6760 0.0790 -2.0754
C: 1.7007 -0.9655 -2.0671
C: 1.3431 -2.4305 -2.5112
N: -0.0434 -2.7955 -2.2661
O: -1.1871 0.9676 -1.2271
H: -1.6400 0.8314 0.9315
H: -0.5329 0.5333 2.0502
H: -1.6410 -0.7634 1.6180
H: 0.1183 -1.5168 0.2453
H: 1.0730 -0.1568 0.6393
H: 0.5614 0.8396 -2.7141
H: 2.0864 -1.0551 -0.9587
H: 2.4530 -0.5055 -2.7010
H: 1.6685 -2.4045 -3.5364
H: 1.8374 -3.2260 -1.8570
H: -0.3340 -3.2232 -3.1496
H: -0.5628 -1.8524 -2.4187
H: -3.9335 -0.6390 0.2706
H: -3.5702 0.7445 -0.3670
O: -3.4550 0.1780 0.4132
H: -2.0043 3.2042 2.0788
H: -2.8342 2.0574 2.6673
O: -1.9542 2.3464 2.5024
H: 3.9925 -0.1267 1.3165
H: 3.0585 1.2325 1.4185
O: 3.1441 0.3134 1.3211
H: 1.0045 2.3800 3.5850
H: 2.1750 1.4797 3.6116
O: 1.2447 1.4557 3.3518

Forces on the atoms, in the same order (eV/Å):
1.3983 -0.9231 1.0602
-1.7233 1.7439 -0.7082
0.3996 -0.9803 -0.8370
-1.0075 -1.0234 2.0563
0.8726 0.2127 2.6155
0.8029 0.0769 1.5836
-2.0632 2.9567 -1.7858
-0.0776 0.4794 0.8951
0.4509 -1.1915 -0.4954
-0.3815 -0.7875 0.0063
1.2038 1.9133 -0.6330
-0.5284 -0.6182 -0.1237
0.1622 0.4247 0.5677
0.3645 -0.2046 -1.0131
-0.3352 0.5321 -2.2000
0.6129 -0.6757 0.1715
-0.0533 -0.9479 -0.5910
0.5784 1.5043 -1.2731
-0.2252 -0.5828 0.5149
0.6029 -1.8933 0.5596
-0.3558 -0.0158 -0.2779
-0.0245 -0.4751 0.1487
-0.3322 0.4200 -0.0218
-0.2033 0.2371 -0.0125
-1.2699 -0.1373 0.2379
1.3656 0.0234 -0.2569
0.4646 0.9472 0.0995
0.9440 1.6969 0.2120
-1.3908 -2.6663 -0.3952
-0.3386 -0.8462 -0.2268
0.0231 -0.6359 -0.0717
0.0643 1.4361 0.1944

HOMO level: -12.743 eV
Gap between HOMO and LUMO: 10.095 eV
Relative energy (zero: lowest compared OMol25 entry of this formula, charge and spin): 204.7 kJ/mol
Total charge: +1

---

Computed values of electronic energy (unit: eV) for the preceding records, in sequence: -12064.6182; -20261.0046; -12618.4664; -24287.7096; -15608.6208; -15068.5433; -21781.4980; -19173.7500.